(1)
C5H6N | ωB97M-V/def2-TZVPD

```
12
Properties=species:S:1:pos:R:3:lowdin_charge:R:1
C -1.492 1.095 -0.593 -0.36
C -2.238 1.979 -1.154 0.29
C -0.321 1.070 0.337 0.03
C -1.095 -0.322 -0.355 0.04
C 0.372 -0.020 -0.420 -0.24
N 1.310 -0.913 0.362 0.25
H -0.304 1.329 1.374 0.13
H -1.641 -1.063 0.186 0.13
H 0.806 0.221 -1.389 0.16
H 2.178 -1.082 -0.162 0.18
H 0.866 -1.821 0.555 0.18
H 1.558 -0.473 1.258 0.18
```

Lowest unoccupied orbital energy = -4.57 eV
Charge = +1
HOMO level = -13.25 eV
Orbital gap = 8.683 eV

=====

(2)
C5H6N | ωB97M-V/def2-TZVPD

```
12
Properties=species:S:1:pos:R:3:lowdin_charge:R:1
C 1.302 -0.197 0.034 -0.04
C -0.992 -0.703 -0.253 -0.07
C 0.139 -0.672 0.686 -0.04
C -0.493 0.550 -0.886 -0.11
C 0.231 0.949 0.426 0.05
N 0.903 0.639 -0.906 0.16
H 2.384 -0.227 0.402 0.22
H -0.874 -1.660 -0.864 0.16
H -1.949 -0.745 0.257 0.15
H 0.197 -1.064 1.637 0.14
H -1.212 1.218 -1.476 0.21
H 0.366 1.912 0.942 0.19
```

Lowest unoccupied orbital energy = -4.01 eV
Charge = +1
HOMO level = -16.34 eV
Orbital gap = 12.333 eV

=====

(3)
C5H6N | ωB97M-V/def2-TZVPD

```
12
Properties=species:S:1:pos:R:3:lowdin_charge:R:1
C 0.380 1.324 0.019 0.24
C 1.633 0.468 -0.013 -0.10
C -1.265 -0.386 -0.076 -0.09
C -0.851 1.046 -0.110 -0.03
C -0.112 -1.276 -0.045 -0.13
N 1.049 -0.942 0.023 0.15
H 2.280 0.693 -0.986 0.18
H 2.409 0.601 0.794 0.14
H -1.754 -0.549 0.871 0.15
H -2.062 -0.461 -0.788 0.14
H -1.502 1.866 0.108 0.16
H -0.205 -2.385 0.202 0.19
```

Lowest unoccupied orbital energy (spin up / spin down) = -7.47 / -7.47 eV
Charge = +1
HOMO level (spin up / spin down) = -15.56 / -15.55 eV
Orbital gap (spin up / spin down) = 8.094 / 8.080 eV

=====

(4)
C5H6N | ωB97M-V/def2-TZVPD

```
12
Properties=species:S:1:pos:R:3:lowdin_charge:R:1
C -3.822 0.704 -0.186 0.34
C -3.046 -0.187 0.200 -0.14
C 0.758 -0.452 -0.012 -0.04
C 0.211 0.958 -0.097 -0.01
C -0.637 -0.138 0.575 -0.17
N -1.925 -0.756 -0.056 0.19
H 0.941 -1.223 -0.803 0.14
H 1.429 -0.654 0.762 0.09
H 0.486 1.792 0.514 0.12
H -0.357 1.123 -0.995 0.11
H -1.068 -0.154 1.612 0.17
H -1.778 -1.350 -0.893 0.20
```

Lowest unoccupied orbital energy (spin up / spin down) = -8.72 / -8.70 eV
Charge = +1
HOMO level (spin up / spin down) = -16.00 / -15.99 eV
Orbital gap (spin up / spin down) = 7.281 / 7.289 eV

=====

(5)
C5H6N | ωB97M-V/def2-TZVPD

```
12
Properties=species:S:1:pos:R:3:lowdin_charge:R:1
C -1.775 -0.514 0.062 0.09
C -1.817 0.862 0.164 0.04
C -0.503 1.024 -0.128 0.03
C 0.181 -0.328 -0.399 -0.31
C 1.397 -0.534 0.316 -0.10
N -0.957 -1.378 -0.196 0.22
H -2.671 1.544 0.367 0.16
H 0.093 2.050 -0.048 0.20
H 0.527 -0.732 -1.709 0.31
H 1.435 -0.676 1.424 0.12
H 2.148 0.195 0.065 0.10
H 1.942 -1.513 0.082 0.13
```

Lowest unoccupied orbital energy = -6.91 eV
Charge = +1
HOMO level = -16.21 eV
Orbital gap = 9.296 eV

=====

(6)
C5H6N | ωB97M-V/def2-TZVPD

```
12
Properties=species:S:1:pos:R:3:lowdin_charge:R:1
C 0.853 -1.775 -0.117 -0.14
C -0.257 -1.717 0.784 -0.02
C 1.168 -0.522 -0.538 0.15
C -0.549 -0.422 0.687 0.02
C 0.176 0.720 0.333 -0.22
N -0.534 1.700 -0.560 0.20
H 1.169 -2.715 -0.539 0.11
H -0.910 -2.361 1.292 0.11
H 0.973 1.105 1.063 0.19
H -1.548 1.548 -0.485 0.18
H -0.188 1.697 -1.556 0.19
H -0.352 2.744 -0.365 0.21
```

Lowest unoccupied orbital energy (spin up / spin down) = -5.21 / -5.21 eV
Charge = +1
HOMO level (spin up / spin down) = -13.28 / -13.28 eV
Orbital gap (spin up / spin down) = 8.072 / 8.070 eV

=====

(7)
C5H6N2 | ωB97M-V/def2-TZVPD

```
13
Properties=species:S:1:pos:R:3:lowdin_charge:R:1
N -2.719 0.898 -0.030 0.16
C -1.781 0.431 0.465 -0.18
C -0.515 -0.141 0.925 -0.28
C 0.080 -1.239 0.004 -0.08
C 1.157 -0.224 -0.330 -0.23
C 0.607 1.072 -0.753 -0.12
N 0.663 0.776 0.680 0.01
H -0.563 -0.421 1.979 0.14
H -0.545 -1.599 -0.817 0.11
H 0.464 -2.086 0.578 0.11
H 2.215 -0.458 -0.410 0.13
H -0.372 1.153 -1.230 0.10
H 1.310 1.836 -1.061 0.11
```

Lowest unoccupied orbital energy = 0.93 eV
SMILES = N#C[C@H]1C[C@H]2CN21
HOMO level = -9.90 eV
Orbital gap = 10.827 eV

=====

(8)
C5H6N2 | ωB97M-V/def2-TZVPD

```
13
Properties=species:S:1:pos:R:3:lowdin_charge:R:1
C 1.570 0.564 0.171 0.00
C 1.478 -0.763 0.338 -0.13
C -1.555 -0.656 0.249 -0.13
C -1.027 0.819 -0.025 -0.11
C 0.235 0.452 -0.709 -0.27
N -0.736 -1.568 -0.023 0.03
N 0.422 -1.063 -0.523 -0.12
H 1.938 1.447 0.693 0.09
H 2.189 -1.511 0.792 0.12
H -2.643 -0.973 0.575 0.14
H -1.673 1.345 -0.756 0.11
H -0.672 1.185 0.973 0.12
H 0.474 0.723 -1.755 0.14
```

Lowest unoccupied orbital energy = 1.07 eV
HOMO level = -8.38 eV
Orbital gap = 9.455 eV

=====

(9)
C5H6N2 | ωB97M-V/def2-TZVPD

```
13
Properties=species:S:1:pos:R:3:lowdin_charge:R:1
N -1.039 2.266 1.370 0.17
C -1.085 1.279 0.771 -0.20
C -1.262 0.206 -0.182 -0.25
C -0.150 -0.183 -1.079 -0.20
C 1.222 -0.055 -0.434 -0.10
C 0.596 -0.804 0.763 -0.15
N -0.646 -1.116 -0.026 0.03
H -2.274 0.207 -0.573 0.15
H -0.352 -0.329 -2.137 0.14
H 1.958 -0.621 -1.012 0.11
H 1.614 0.943 -0.221 0.11
H 1.085 -1.683 1.186 0.11
H 0.333 -0.109 1.576 0.10
```

Lowest unoccupied orbital energy = 0.94 eV
SMILES = N#C[C@H]1[C@H]2CCN21
HOMO level = -9.90 eV
Orbital gap = 10.843 eV

=====

(10)
C5H6N2 | ωB97M-V/def2-TZVPD

```
13
Properties=species:S:1:pos:R:3:lowdin_charge:R:1
C 1.024 -0.695 0.657 -0.09
C 0.946 -1.120 -0.836 -0.05
C -0.306 -0.279 -0.789 -0.36
N -0.857 0.741 -1.376 0.11
C -1.399 1.446 -0.302 -0.14
C -1.087 0.877 0.900 -0.09
N -0.412 -0.293 0.583 -0.03
H 1.632 0.206 0.779 0.12
H 1.262 -1.434 1.422 0.11
H 1.733 -0.752 -1.495 0.11
H 0.790 -2.192 -0.982 0.11
H -1.963 2.353 -0.472 0.09
H -1.363 1.141 1.911 0.10
```

Lowest unoccupied orbital energy = 0.99 eV
HOMO level = -8.80 eV
Orbital gap = 9.796 eV

=====

(11)
C5H6N2 | ωB97M-V/def2-TZVPD

```
13
Properties=species:S:1:pos:R:3:lowdin_charge:R:1
C 1.341 -0.962 0.930 -0.13
N 2.360 -0.603 0.293 0.15
C 1.176 0.357 0.371 -0.31
C 0.314 0.576 -0.852 -0.16
C -1.171 0.537 -0.498 -0.27
C -1.798 -0.603 0.134 -0.12
N -1.563 0.310 0.961 0.15
H 0.953 -1.825 1.457 0.11
H 1.309 1.225 1.017 0.12
H 0.552 -0.196 -1.597 0.12
H 0.546 1.543 -1.314 0.11
H -1.806 1.247 -1.028 0.11
H -2.212 -1.606 0.125 0.11
```

Lowest unoccupied orbital energy = 0.93 eV
SMILES = C1=N[C@H]1C[C@H]1C=N1
HOMO level = -10.00 eV
Orbital gap = 10.937 eV

=====

(12)
C5H6N2 | ωB97M-V/def2-TZVPD

```
13
Properties=species:S:1:pos:R:3:lowdin_charge:R:1
H -0.859 2.689 -0.041 0.04
N -1.224 1.744 -0.015 0.13
C -0.289 0.882 -0.036 -0.40
N 1.098 1.061 -0.052 0.06
C 1.739 -0.205 0.000 -0.10
C 0.846 -1.209 -0.062 -0.06
C -0.504 -0.618 -0.049 -0.23
C -1.773 -1.105 0.021 0.08
H 1.571 1.923 0.107 0.13
H 2.831 -0.266 0.132 0.12
H 1.111 -2.241 0.018 0.09
H -1.933 -2.212 -0.065 0.08
H -2.616 -0.443 0.043 0.05
```

Lowest unoccupied orbital energy = 0.44 eV
SMILES = [H]/N=C1\NC=CC1=C
HOMO level = -7.94 eV
Orbital gap = 8.380 eV

=====

(13)
C5H6N2 | ωB97M-V/def2-TZVPD

```
13
Properties=species:S:1:pos:R:3:lowdin_charge:R:1
N 2.227 -0.340 1.661 0.17
C 1.658 -0.131 0.676 -0.17
C 0.997 0.228 -0.571 -0.22
C -0.145 -0.585 -1.172 -0.34
C -0.480 -1.876 -0.618 0.20
C -0.998 0.863 0.704 -0.09
N -0.328 0.767 -0.585 -0.07
H 1.690 0.647 -1.299 0.15
H -0.105 -0.560 -2.260 0.12
H -0.991 -1.736 0.355 0.00
H -0.843 -0.008 1.356 0.07
H -2.068 0.989 0.528 0.09
H -0.615 1.743 1.227 0.09
```

Lowest unoccupied orbital energy (spin up / spin down) = -1.10 / -1.10 eV
HOMO level (spin up / spin down) = -9.22 / -9.21 eV
Orbital gap (spin up / spin down) = 8.115 / 8.112 eV

=====

(14)
C5H6N2 | ωB97M-V/def2-TZVPD

```
13
Properties=species:S:1:pos:R:3:lowdin_charge:R:1
C -1.220 -0.646 3.223 0.16
C -0.600 -0.380 2.229 -0.13
C 1.709 0.478 -0.117 -0.21
C 0.606 0.276 -1.133 -0.16
C -0.560 -0.132 -0.221 -0.11
N 1.348 0.263 1.083 0.00
N 0.056 -0.093 1.113 -0.12
H -1.751 -0.877 4.094 0.02
H 2.710 0.774 -0.356 0.09
H 0.408 1.196 -1.686 0.10
H 0.871 -0.501 -1.852 0.10
H -1.401 0.567 -0.264 0.13
H -0.934 -1.139 -0.430 0.13
```

2S+1 = 3
Lowest unoccupied orbital energy (spin up / spin down) = 0.92 / -1.65 eV
⟨S²⟩ = 2.0155
HOMO level (spin up / spin down) = -4.65 / -9.91 eV
Orbital gap (spin up / spin down) = 5.576 / 8.260 eV

=====

(15)
C5H6N2O | ωB97M-V/def2-TZVPD

```
14
Properties=species:S:1:pos:R:3:lowdin_charge:R:1
C -0.079 -1.274 -1.485 -0.15
N 0.378 -2.240 -0.888 0.06
N 0.920 -1.714 0.443 0.13
C 0.683 -0.442 0.471 -0.29
C 0.577 0.573 1.552 -0.10
O -0.145 1.619 0.861 -0.13
C -0.961 0.902 -0.141 -0.13
C 0.165 0.097 -0.783 -0.19
H -0.367 -1.522 -2.533 0.12
H 1.436 1.071 1.846 0.10
H 0.081 0.299 2.493 0.14
H -1.511 1.600 -0.763 0.12
H -1.789 0.190 0.365 0.18
H 0.613 0.841 -1.438 0.16
```

Lowest unoccupied orbital energy = 0.48 eV
SMILES = C1=NN=C2COC[C@H]12
HOMO level = -10.24 eV
Orbital gap = 10.722 eV

=====

(16)
C5H6N2O | ωB97M-V/def2-TZVPD

```
14
Properties=species:S:1:pos:R:3:lowdin_charge:R:1
C 1.356 -2.283 0.143 0.01
C 1.406 -0.982 0.287 -0.14
C 0.179 -0.191 0.638 -0.25
N -1.170 -0.846 0.327 0.08
C -1.814 -0.010 -0.401 -0.16
N -1.008 1.043 -0.913 0.13
C 0.154 1.143 -0.072 -0.42
O 0.851 2.108 -0.001 0.11
H 2.148 -3.010 -0.131 0.07
H 0.349 -2.692 0.311 0.06
H 2.325 -0.389 0.403 0.12
H 0.136 -0.012 1.715 0.16
H -2.863 -0.135 -0.573 0.12
H -1.333 1.937 -1.173 0.12
```

Lowest unoccupied orbital energy = 0.83 eV
SMILES = C=C[C@@H]1N=CNC1=O
HOMO level = -9.68 eV
Orbital gap = 10.507 eV

=====

(17)
C5H6N2O | ωB97M-V/def2-TZVPD

```
14
Properties=species:S:1:pos:R:3:lowdin_charge:R:1
C -1.947 1.873 -1.581 0.16
C -1.160 1.212 -0.964 -0.06
C -0.266 0.544 -0.044 -0.39
N 0.718 -0.124 -0.421 -0.03
N 0.730 -0.095 -1.878 -0.03
O -0.697 0.443 1.269 -0.01
C 0.015 -0.430 2.134 -0.15
C 1.111 -1.118 1.772 -0.01
H -2.588 2.270 -2.340 0.05
H -0.302 -0.244 -2.274 0.11
H 1.255 -1.088 -2.043 0.13
H -0.382 -0.555 3.125 0.10
H 1.586 -1.090 0.763 0.04
H 1.927 -1.598 2.483 0.10
```

Lowest unoccupied orbital energy = 0.64 eV
SMILES = C#C/C(=N\N)OC=C
HOMO level = -8.90 eV
Orbital gap = 9.532 eV

=====

(18)
C5H6N2O | ωB97M-V/def2-TZVPD

```
14
Properties=species:S:1:pos:R:3:lowdin_charge:R:1
C 0.711 -1.091 1.267 -0.16
N 0.329 -0.384 2.264 -0.08
N -0.416 0.731 1.911 0.10
C -0.362 0.663 0.601 -0.42
C 0.495 -0.398 0.139 -0.12
C 0.268 -0.234 -1.317 -0.16
C -0.493 0.974 -1.536 -0.12
O -0.607 1.687 -0.180 0.04
H 1.180 -2.033 1.364 0.11
H -0.271 -1.002 3.186 0.27
H 1.211 -0.152 -1.800 0.10
H -0.416 -1.123 -1.767 0.17
H -0.127 1.737 -2.191 0.11
H -1.501 0.625 -1.943 0.14
```

Lowest unoccupied orbital energy = 0.76 eV
SMILES = c1[nH]nc2c1CCO2
HOMO level = -8.59 eV
Orbital gap = 9.357 eV

=====

(19)
C5H6N2O | ωB97M-V/def2-TZVPD

```
14
Properties=species:S:1:pos:R:3:lowdin_charge:R:1
C 1.522 -0.011 -0.385 -0.32
C 0.738 1.155 0.239 -0.11
C -0.591 0.564 -0.142 -0.34
C -2.501 -0.259 0.106 -0.18
C -0.449 -0.870 -0.229 -0.20
H 2.577 -0.212 0.025 0.13
H 1.508 0.062 -1.442 0.09
H 0.751 1.233 1.427 0.15
H 1.176 2.293 -0.202 0.18
H -3.655 0.028 0.117 0.17
H 1.616 -2.546 0.448 0.30
N -1.822 -1.255 -0.106 0.12
N 0.935 -1.184 0.260 -0.06
O -1.806 1.002 -0.115 0.07
```

Lowest unoccupied orbital energy = -0.09 eV
HOMO level = -7.71 eV
Orbital gap = 7.613 eV

=====

(20)
C5H6N2O | ωB97M-V/def2-TZVPD

```
14
Properties=species:S:1:pos:R:3:lowdin_charge:R:1
C -1.768 0.911 0.629 0.00
C -0.526 0.298 -0.063 -0.29
N -0.298 0.448 -1.272 0.08
C 0.703 -0.334 -1.766 -0.11
C 1.233 -1.041 -0.719 -0.04
C 0.523 -0.656 0.533 -0.29
N 1.074 0.078 1.651 0.01
O 2.054 0.839 1.522 0.01
H -2.120 1.760 0.067 0.07
H -1.661 0.984 1.691 0.06
H -2.595 0.177 0.312 0.11
H 1.060 -0.219 -2.798 0.11
H 2.187 -1.764 -0.830 0.15
H 0.135 -1.483 1.043 0.13
```

Lowest unoccupied orbital energy = -0.46 eV
SMILES = CC1=NC=C[C@H]1N=O
HOMO level = -9.29 eV
Orbital gap = 8.822 eV

=====

Which relative energy (zero: lowest compared OMol25 entry of this formula, charge and spin) belongs to each record? In order, 687.51, 417.44, 478.83, 824.74, 541.16, 685.66, 230.59, 389.33, 244.58, 148.68, 406.29, 102.21, 542.07, 247.79, 292.11, 68.84, 549.06, 334.99, 633.31, 404.74 kJ/mol.